1.
Entry from the Open Molecules 2025 dataset: a molecular structure, C33H27CdClN3O7S2Sb (ωB97M-V/def2-TZVPD).

Structure (XYZ):
```
75
Properties=species:S:1:pos:R:3:forces:R:3
Cd 1.385 0.395 -2.285 0.4 0.6 -0.3
O 2.532 1.115 0.643 0.2 0.1 0.3
C 2.604 2.460 0.665 -0.2 0.0 -0.3
C 3.389 3.109 1.613 0.0 0.0 0.0
C 3.553 4.490 1.583 0.0 0.0 0.0
C 2.924 5.222 0.586 0.0 0.0 0.0
C 2.131 4.583 -0.359 0.0 0.0 0.0
C 1.934 3.198 -0.348 0.2 0.1 0.2
C 1.060 2.507 -1.298 0.2 -0.6 0.1
N 0.413 3.337 -2.236 -0.1 0.1 -0.1
N -0.428 2.809 -3.007 0.1 0.1 0.0
C -3.509 1.381 -2.806 -0.3 -0.4 0.1
O -3.293 0.918 -1.767 0.1 0.2 0.1
C -2.734 -1.926 -4.170 0.1 0.1 0.1
C -3.439 -2.136 -5.334 0.0 -0.1 0.0
C -4.428 -3.112 -5.325 0.0 0.0 0.0
C -4.680 -3.835 -4.166 0.0 0.0 0.0
C -3.939 -3.605 -3.012 0.0 0.0 0.0
C -2.947 -2.634 -3.004 0.0 0.0 0.0
H 3.883 2.505 2.369 0.0 0.0 0.0
H 4.172 4.982 2.326 0.0 0.0 0.0
H 3.044 6.300 0.546 0.0 0.0 0.0
H 1.630 5.150 -1.133 0.0 0.0 0.0
H 0.353 1.866 -0.757 -0.1 0.1 0.1
H -3.179 -1.572 -6.221 -0.1 0.0 0.0
H -4.997 -3.311 -6.225 0.0 0.0 0.0
H -5.460 -4.587 -4.161 0.0 0.0 0.0
H -4.123 -4.189 -2.118 0.0 0.0 0.0
H -2.326 -2.448 -2.137 0.0 0.0 0.0
O 1.119 -3.582 -3.009 0.1 -0.4 0.3
H 2.033 -3.745 -3.261 0.0 0.1 -0.1
H 1.194 -3.167 -2.134 -0.1 0.2 -0.2
S 1.986 -1.467 -0.538 -0.4 0.0 -0.1
Sb 1.108 -0.273 1.282 0.2 0.1 -0.1
C -0.589 -1.615 1.681 0.0 0.0 0.0
C -1.642 -1.240 2.513 0.0 0.0 0.0
C -2.712 -2.097 2.749 0.0 0.0 0.0
C -2.744 -3.348 2.151 0.0 0.0 0.0
C -1.700 -3.738 1.322 0.0 0.0 0.0
C -0.635 -2.877 1.090 0.0 0.0 0.0
C 2.261 -0.760 2.995 0.0 0.0 0.0
C 3.644 -0.622 2.927 0.0 0.0 0.0
C 4.428 -0.926 4.032 0.0 0.0 0.0
C 3.836 -1.363 5.210 0.0 0.0 0.0
C 2.457 -1.502 5.281 0.0 0.0 0.0
C 1.672 -1.205 4.173 0.0 0.0 0.0
C 0.004 1.446 1.937 -0.1 0.0 -0.1
C -1.158 1.869 1.301 0.0 0.0 0.0
C -1.777 3.048 1.686 0.0 0.0 0.0
C -1.237 3.814 2.712 0.0 0.0 0.0
C -0.082 3.395 3.353 0.0 0.0 0.0
C 0.539 2.214 2.965 0.0 0.0 0.0
H -1.639 -0.262 2.981 0.0 0.0 0.0
H -3.526 -1.780 3.390 0.0 0.0 0.0
H -3.582 -4.014 2.323 0.0 0.0 0.0
H -1.718 -4.711 0.845 0.0 0.0 0.0
H 0.166 -3.170 0.421 0.0 0.0 0.0
H 4.091 -0.267 2.006 0.0 0.0 0.0
H 5.505 -0.817 3.974 0.0 0.0 0.0
H 4.449 -1.595 6.073 0.0 0.0 0.0
H 1.991 -1.845 6.198 0.0 0.0 0.0
H 0.596 -1.325 4.229 0.0 0.0 0.0
H -1.573 1.293 0.485 -0.1 0.0 -0.1
H -2.667 3.381 1.166 0.0 0.0 0.0
H -1.708 4.747 2.997 0.0 0.0 0.0
H 0.359 4.000 4.136 0.0 0.0 0.0
H 1.455 1.908 3.456 0.0 0.0 0.0
S 2.550 -0.997 -6.774 0.0 0.0 0.1
C 2.594 -0.562 -5.190 0.3 0.0 -0.1
N 2.705 -0.254 -4.066 -0.5 0.0 0.2
O -1.045 -0.513 -5.488 -0.3 0.2 -0.8
Cl -1.524 -0.573 -4.124 0.2 -0.1 0.0
O -3.872 1.759 -3.841 0.3 0.3 -0.1
O -0.511 -1.132 -3.245 0.1 -0.4 0.7
O -0.622 1.498 -2.835 -0.2 -0.2 -0.1
```
Positions in Å, forces in eV/Å.

Results
Total energy = -98751.1930 eV
Max |F| = 0.01652 Eh/bohr
Energy relative to the best compared isomer or geometry (same formula, charge and spin) = 63.61 kcal per mole
E_LUMO = 0.147 Ha
Gap between HOMO and LUMO = 5.05 eV
E_HOMO = -0.039 hartree
Total charge = -2


2.
Entry from the Open Molecules 2025 dataset: a molecular structure, C33H27Cl2CrN5O5PS (ωB97M-V/def2-TZVPD).

Structure (XYZ):
```
75
Properties=species:S:1:pos:R:3:forces:R:3
Cr -1.156 0.134 0.241 0.4 -0.2 -1.7
S -3.396 -0.362 7.331 0.5 0.1 -1.2
N -3.049 0.934 6.424 0.0 0.4 0.0
C -2.592 0.521 5.249 -0.3 -0.9 0.9
C -2.199 1.338 4.146 0.3 0.0 -1.2
C -2.225 2.732 4.173 0.1 0.1 -0.5
C -1.871 3.415 3.028 -0.1 -0.3 0.3
C -1.517 2.699 1.885 0.1 0.4 -0.1
N -1.461 1.377 1.828 -0.4 0.2 1.1
C -1.795 0.683 2.952 -0.3 1.9 0.7
C -1.686 -0.730 2.884 0.2 -1.9 0.2
N -1.194 -1.249 1.723 -0.5 -0.6 1.6
C -1.026 -2.571 1.664 0.2 0.2 -0.3
C -1.347 -3.437 2.694 -0.2 0.1 0.7
C -1.862 -2.928 3.879 0.2 -0.1 -0.7
C -2.035 -1.554 3.984 0.3 0.3 -0.9
C -2.537 -0.903 5.157 -0.4 0.7 1.0
N -2.969 -1.496 6.259 0.0 -0.5 0.1
H -2.530 3.241 5.074 0.0 0.1 0.1
H -1.879 4.492 3.001 0.0 0.1 -0.1
H -1.258 3.239 0.987 0.0 -0.1 -0.1
H -0.592 -2.951 0.750 -0.1 0.1 -0.1
H -1.193 -4.497 2.578 0.1 -0.1 -0.1
H -2.121 -3.555 4.715 0.0 -0.2 0.1
Cl 1.515 0.594 2.230 0.2 0.2 1.0
C 2.996 0.067 1.507 0.3 -0.2 -0.5
C 4.133 -0.190 2.245 -0.1 0.0 0.1
C 5.269 -0.623 1.580 0.0 0.0 0.0
C 5.263 -0.797 0.206 0.1 0.0 0.0
C 4.123 -0.524 -0.530 -0.1 0.1 0.2
C 2.979 -0.080 0.122 -0.3 -0.1 0.1
P 1.419 0.391 -0.684 0.5 0.1 -0.6
C 1.689 2.193 -0.788 -0.4 -0.2 0.0
C 0.514 2.909 -1.036 0.7 0.0 0.2
C 0.565 4.259 -1.346 -0.2 -0.1 0.0
C 1.791 4.904 -1.353 0.0 -0.1 0.0
C 2.954 4.215 -1.040 0.1 0.1 0.0
C 2.910 2.856 -0.772 -0.2 0.1 -0.1
C 1.728 -0.140 -2.400 -0.1 0.0 0.1
C 1.977 0.723 -3.462 0.0 -0.1 0.2
C 2.193 0.207 -4.729 0.0 0.0 -0.1
C 2.159 -1.160 -4.945 0.0 0.0 0.0
C 1.908 -2.022 -3.889 0.0 -0.1 0.0
C 1.683 -1.515 -2.625 0.0 0.2 0.1
H 4.140 -0.045 3.312 0.0 0.0 0.2
H 6.165 -0.827 2.144 0.1 0.0 0.1
H 6.159 -1.128 -0.293 0.1 -0.1 -0.1
H 4.120 -0.638 -1.605 0.0 0.0 0.0
H -1.409 2.628 -1.432 0.2 -0.3 0.2
H -0.346 4.782 -1.600 -0.1 0.1 0.0
H 1.827 5.953 -1.604 0.1 0.1 0.0
H 3.901 4.736 -1.035 0.0 0.0 0.0
H 3.822 2.310 -0.575 0.0 0.0 0.0
H 2.023 1.791 -3.303 0.0 0.1 0.0
H 2.394 0.878 -5.550 0.0 0.1 -0.1
H 2.329 -1.553 -5.934 0.0 -0.1 -0.1
H 1.890 -3.089 -4.052 0.0 -0.1 0.0
H 1.485 -2.172 -1.788 -0.1 -0.1 0.0
O -2.920 2.487 -1.977 -0.1 0.4 0.0
Cl -3.059 1.021 -2.021 -0.7 -0.1 -1.1
O -3.157 0.551 -0.599 0.2 0.0 0.6
O -1.815 0.457 -2.544 -0.2 0.1 -0.4
O -0.643 2.208 -0.938 -0.3 0.6 -0.1
C -1.557 -3.040 -3.336 0.4 0.1 -0.1
N -2.585 -2.830 -2.336 0.2 0.3 0.1
C -3.854 -3.496 -2.498 -0.3 -0.2 0.1
C -2.331 -2.071 -1.288 -0.6 -0.2 0.2
O -1.236 -1.543 -1.059 0.5 0.0 0.3
H -2.019 -3.417 -4.245 0.0 0.0 0.0
H -0.819 -3.763 -2.982 0.0 0.0 0.0
H -1.048 -2.094 -3.534 -0.1 -0.1 0.0
H -3.751 -4.566 -2.299 -0.1 0.0 -0.1
H -4.218 -3.355 -3.517 0.0 0.0 0.1
H -4.584 -3.082 -1.802 0.0 0.0 0.0
H -3.184 -1.930 -0.606 0.1 0.0 -0.2
```
Positions in Å, forces in eV/Å.

Results
Total energy = -125930.4089 eV
Max |F| = 0.03944 Eh/bohr
2S+1 = 5
Energy relative to the best compared isomer or geometry (same formula, charge and spin) = 13.65 kcal per mole
E_LUMO (spin up / spin down) = -0.133 / -0.138 Ha
Gap between HOMO and LUMO (spin up / spin down) = 6.40 / 6.98 eV
E_HOMO (spin up / spin down) = -0.368 / -0.395 hartree
Total charge = +1


> Which of these has the lowest max |F|?

C33H27CdClN3O7S2Sb